1.
# C23H20ClIrNO3P

A molecular structure, C23H20ClIrNO3P at a distorted geometry (ωB97M-V with the def2-TZVPD basis set, the Open Molecules 2025 dataset).

Properties
LUMO energy (alpha / beta) = -0.0391 / -0.0825 Eh
E_HOMO (alpha / beta) = -7.51 / -8.42 eV
Spin multiplicity = 5
HOMO-LUMO gap (alpha / beta) = 6.45 / 6.17 eV
Maximum force = 0.0947 Eh/bohr

Atoms and positions in Å:
C -1.1630 -1.4539 4.3952
C -1.0156 -1.9021 3.0940
C 0.4236 -2.1079 2.8065
H -1.8097 -2.0988 2.4367
C 1.2120 -1.7467 3.9252
C 0.1912 -1.4006 4.8980
H 0.5880 -0.8921 6.0212
H -2.0114 -1.0581 4.9369
H 0.8185 -2.4734 1.8982
H 2.2472 -1.6862 4.0598
Ir 0.0328 0.0133 3.0776
Cl 1.8411 1.2567 2.7364
P 0.1229 0.3345 -0.6297
C 1.2222 -0.7221 -1.6537
C 0.8016 -1.4402 -2.7783
H -0.2340 -1.3892 -3.0951
C 1.7076 -2.2182 -3.4973
H 1.3655 -2.7713 -4.3677
C 3.0420 -2.2855 -3.1087
H 3.7459 -2.8917 -3.6724
C 3.4702 -1.5744 -1.9877
H 4.5094 -1.6255 -1.6759
C 2.5700 -0.8088 -1.2589
H 2.9020 -0.2674 -0.3784
C -1.5237 -0.0935 -1.3168
C -2.1638 -1.2242 -0.7768
H -1.6741 -1.7860 0.0137
C -3.4051 -1.6257 -1.2509
H -3.8834 -2.5058 -0.8303
C -4.0434 -0.8967 -2.2540
H -5.0197 -1.2067 -2.6171
C -3.4257 0.2321 -2.7831
H -3.9176 0.8068 -3.5630
C -2.1726 0.6319 -2.3215
H -1.6970 1.5088 -2.7466
C 0.4079 1.9826 -1.3897
C 1.1127 2.1908 -2.5805
H 1.5289 1.3446 -3.1157
C 1.2796 3.4796 -3.0846
H 1.8306 3.6257 -4.0096
C 0.7423 4.5735 -2.4130
H 0.8732 5.5768 -2.8097
C 0.0396 4.3760 -1.2247
H -0.3787 5.2258 -0.6930
C -0.1183 3.0961 -0.7102
H -0.6528 2.9458 0.2224
O -1.1364 -0.3126 7.1249
N -0.0484 0.0874 6.7103
O 0.8320 0.8942 7.1361
O 0.0342 0.2825 5.1015

Cartesian forces (eV/Å) of the 3 atoms listed first:
C 0.0099 -0.5906 -1.3556
C 0.1774 -1.2229 -0.2080
C -0.2867 -0.2713 0.3992



2.
# C23H20ClN3O4S

C23H20ClN3O4S in the gas phase (ωB97M-V with the def2-TZVPD basis set, the Open Molecules 2025 dataset).

Properties
LUMO energy = 0.0011 Eh
E_HOMO = -8.73 eV
Spin multiplicity = 1
HOMO-LUMO gap = 8.76 eV
Energy above the lowest of the compared OMol25 structures with the same formula, charge and spin = 0.0 kJ/mol
Maximum force = 0.0167 Eh/bohr

Atoms and positions in Å:
C -2.3484 -0.2410 -4.0087
C -1.3803 -1.1263 -4.1466
C -0.9881 -2.1575 -3.1289
N -1.9077 -2.2521 -2.0200
C -1.5925 -1.8106 -0.7882
O -0.4613 -1.4090 -0.5218
C -2.6923 -1.8346 0.2139
C -3.7243 -2.7663 0.1289
C -4.7630 -2.7661 1.0396
C -4.7896 -1.8175 2.0503
C -3.7693 -0.8958 2.1709
C -2.7018 -0.9033 1.2741
N -1.6445 -0.0106 1.3692
C -1.4810 1.0543 2.1947
O -2.2317 1.3871 3.0886
C -0.2241 1.8176 1.8955
C 0.2762 1.9470 0.6040
C 1.4297 2.6693 0.3794
C 2.1021 3.2670 1.4323
C 1.5966 3.1707 2.7231
C 0.4357 2.4548 2.9439
H 0.0224 2.3746 3.9380
H 2.1154 3.6514 3.5371
Cl 3.5518 4.1277 1.1332
S 2.0553 2.7769 -1.3082
O 1.1615 2.0414 -2.1455
O 2.3484 4.1319 -1.6564
N 3.5302 1.9951 -1.2204
C 3.6558 0.8361 -0.4487
C 2.6298 -0.1028 -0.4444
C 2.7360 -1.2366 0.3386
C 3.8652 -1.4538 1.1109
C 4.8951 -0.5286 1.0916
C 4.7923 0.6170 0.3233
H 5.5913 1.3446 0.3169
H 5.7826 -0.6919 1.6851
H 3.9457 -2.3404 1.7212
H 1.9233 -1.9460 0.3376
H 1.7603 0.0562 -1.0593
H 4.3001 2.6439 -1.1505
H -0.2129 1.5198 -0.2580
H -0.8807 -0.2457 0.7280
H -3.7771 -0.1657 2.9628
H -5.6046 -1.8051 2.7580
H -5.5483 -3.5022 0.9613
H -3.7011 -3.5249 -0.6404
H -2.8663 -2.4670 -2.2428
H -0.0104 -1.8950 -2.7101
H -0.9020 -3.1381 -3.6128
H -0.7770 -1.1474 -5.0431
H -2.5658 0.4794 -4.7770
H -2.9567 -0.1816 -3.1206

Cartesian forces (eV/Å) of the 3 atoms listed first:
C -0.0806 0.0831 -0.0274
C 0.0802 -0.1758 0.1060
C 0.2223 -0.0491 -0.0254



3.
# C23H20FN3O3

C23H20FN3O3 in the gas phase (ωB97M-V with the def2-TZVPD basis set, the Open Molecules 2025 dataset).

Properties
LUMO energy = 0.0244 Eh
E_HOMO = -8.50 eV
Spin multiplicity = 1
HOMO-LUMO gap = 9.17 eV
Energy above the lowest of the compared OMol25 structures with the same formula, charge and spin = 67.0 kJ/mol
Maximum force = 0.0097 Eh/bohr

Atoms and positions in Å:
O -2.9832 -0.8036 0.8845
C -2.0742 0.0040 0.8413
N -1.3792 0.2479 -0.2907
C -0.3530 1.2552 -0.4659
C -0.5568 2.0373 -1.7405
C 0.5027 2.2617 -2.6068
C 0.2869 3.0008 -3.7559
C -0.9534 3.5208 -4.0742
C -2.0043 3.2938 -3.2015
C -1.8086 2.5623 -2.0441
H -2.6328 2.3875 -1.3688
H -2.9809 3.6936 -3.4266
H -1.0821 4.0888 -4.9814
F 1.3222 3.2095 -4.5945
H 1.4901 1.8800 -2.3960
H -0.3873 1.9714 0.3551
H 0.6387 0.7838 -0.4718
C -1.5387 -0.6899 -1.3992
C -0.4155 -1.6902 -1.3664
C 0.7478 -1.5103 -2.1050
C 1.7821 -2.4211 -1.9649
C 1.6089 -3.4802 -1.0872
N 0.5016 -3.6706 -0.3910
C -0.4796 -2.7991 -0.5272
H -1.3677 -2.9898 0.0603
H 2.3874 -4.2163 -0.9370
H 2.6988 -2.3107 -2.5233
H 0.8360 -0.6751 -2.7866
H -2.4996 -1.1894 -1.2606
H -1.5424 -0.1353 -2.3400
C -1.6616 0.7640 2.1050
N -0.2760 0.5079 2.4551
C 0.5721 1.5565 2.5954
O 0.2267 2.7124 2.4382
C 1.9959 1.1663 2.9568
H 2.6724 1.9713 2.6651
O 2.4304 0.0020 2.2918
C 1.5616 -1.0504 2.4340
C 2.0560 -2.3443 2.4220
C 1.1933 -3.4131 2.5841
C -0.1575 -3.1864 2.7762
C -0.6638 -1.8983 2.7603
C 0.1882 -0.8187 2.5683
H -1.7231 -1.7441 2.8796
H -0.8302 -4.0165 2.9199
H 1.5781 -4.4196 2.5684
H 3.1157 -2.4875 2.2842
H 2.0539 1.0301 4.0494
H -1.7720 1.8459 1.9883
H -2.3249 0.4362 2.9112

Cartesian forces (eV/Å) of the 3 atoms listed first:
O -0.2293 -0.1979 0.1647
C -0.1057 0.2634 0.3377
N 0.0239 0.0944 -0.4454



4.
# C23H20N4O2S2

C23H20N4O2S2 in the gas phase at a distorted geometry (ωB97M-V with the def2-TZVPD basis set, the Open Molecules 2025 dataset).

Properties
LUMO energy = 0.0075 Eh
E_HOMO = -8.49 eV
Spin multiplicity = 1
HOMO-LUMO gap = 8.69 eV
Energy above the lowest of the compared OMol25 structures with the same formula, charge and spin = 0.0 kJ/mol
Maximum force = 0.0312 Eh/bohr

Atoms and positions in Å:
C -6.5238 -0.1973 -1.4014
C -5.2066 -0.2853 -0.6978
C -5.0880 0.0827 0.6384
C -3.8790 -0.0043 1.3015
C -2.7468 -0.4698 0.6361
C -2.8706 -0.8625 -0.6978
C -4.0785 -0.7654 -1.3553
H -4.1537 -1.0659 -2.3906
H -1.9929 -1.2380 -1.2027
C -1.4098 -0.6002 1.2563
O -0.5361 -1.2700 0.7514
C -1.1961 0.0652 2.6086
H -1.8539 0.9153 2.7682
H -1.3135 -0.6674 3.4079
S 0.5209 0.6591 2.7210
C 0.5210 1.5774 1.2458
N 1.6544 2.1825 0.9325
C 1.6706 2.8498 -0.2088
C 0.5421 2.9558 -1.0218
C -0.6031 2.3046 -0.5864
N -0.6030 1.6058 0.5477
C -1.8762 2.3414 -1.3637
H -1.8833 1.5235 -2.0833
H -2.7246 2.2088 -0.6980
H -1.9652 3.2795 -1.9052
H 0.5711 3.5149 -1.9412
S 3.1717 3.6191 -0.6793
C 4.2965 2.9372 0.5972
C 4.6864 1.5593 0.2535
N 5.8428 1.1531 -0.1649
N 5.7482 -0.1719 -0.3621
C 4.5311 -0.5213 -0.0598
C 3.9511 -1.8423 -0.1194
C 2.6091 -2.0356 0.2022
C 2.0637 -3.3031 0.1370
C 2.8490 -4.3790 -0.2438
C 4.1860 -4.1882 -0.5628
C 4.7416 -2.9256 -0.5040
H 5.7774 -2.7513 -0.7486
H 4.7952 -5.0294 -0.8592
H 2.4207 -5.3696 -0.2934
H 1.0218 -3.4374 0.3830
H 1.9934 -1.2011 0.4990
O 3.8022 0.5459 0.3413
H 5.1743 3.5778 0.6111
H 3.7452 2.9634 1.5369
H -3.8342 0.2746 2.3429
H -5.9593 0.4431 1.1667
H -6.3855 -0.0174 -2.4649
H -7.1377 0.5965 -0.9825
H -7.0657 -1.1369 -1.2877

Cartesian forces (eV/Å) of the 3 atoms listed first:
C -0.0475 -0.0653 0.0112
C 0.0763 0.0605 0.0996
C -0.1047 0.0047 -0.1134